1.
DFT (ωB97M-V with the def2-TZVPD basis set) results for a structure of composition C28H29I2N11OPPbS2 at a distorted geometry.

Atoms and positions in Å:
Pb  -0.72  -0.63  1.33
I  -1.69  -1.89  4.35
C  -3.64  -1.93  3.46
I  -3.71  -1.43  1.36
H  -4.27  -1.22  4.00
H  -4.03  -2.94  3.57
N  2.03  -3.27  1.27
C  2.39  -2.09  1.77
N  3.66  -1.84  2.20
N  3.70  -0.63  2.59
N  2.52  -0.11  2.44
N  1.64  -0.99  1.91
C  0.75  -3.65  0.93
N  0.42  -4.87  0.52
N  -0.88  -4.83  0.34
N  -1.35  -3.67  0.60
N  -0.34  -2.86  0.98
H  2.74  -3.99  1.24
C  3.46  -0.35  -3.23
C  3.25  -0.04  -1.90
C  1.97  -0.12  -1.38
C  0.90  -0.52  -2.17
C  1.13  -0.83  -3.51
C  2.40  -0.74  -4.04
P  -0.76  -0.68  -1.43
C  -1.40  -2.24  -2.09
C  -2.78  -2.43  -2.10
C  -3.31  -3.66  -2.44
C  -2.47  -4.71  -2.77
C  -1.10  -4.52  -2.79
C  -0.56  -3.29  -2.44
C  -1.74  0.60  -2.30
C  -2.16  1.72  -1.59
C  -2.82  2.75  -2.24
C  -3.08  2.66  -3.59
C  -2.70  1.53  -4.30
C  -2.03  0.50  -3.65
H  4.46  -0.30  -3.65
H  4.07  0.26  -1.27
H  1.79  0.10  -0.33
H  0.31  -1.16  -4.14
H  2.56  -0.98  -5.07
H  -3.44  -1.61  -1.83
H  -4.38  -3.80  -2.43
H  -2.88  -5.68  -3.00
H  -0.44  -5.33  -3.04
H  0.51  -3.17  -2.43
H  -1.97  1.79  -0.53
H  -3.13  3.62  -1.68
H  -3.59  3.47  -4.11
H  -2.91  1.45  -5.35
H  -1.75  -0.38  -4.21
C  4.69  1.84  5.70
O  3.86  1.34  4.66
C  2.91  2.10  4.20
S  2.38  3.57  4.66
S  2.03  1.50  2.79
H  5.15  0.97  6.16
H  4.10  2.40  6.44
H  5.45  2.50  5.29
C  0.93  5.02  -0.29
C  0.25  3.99  0.52
C  -0.61  4.10  1.59
C  -0.96  2.79  1.94
N  -0.35  1.93  1.13
N  0.39  2.67  0.28
C  -1.86  2.36  3.04
H  0.68  6.01  0.08
H  0.62  4.93  -1.33
H  2.02  4.89  -0.26
H  -0.95  5.00  2.06
H  0.93  2.23  -0.45
H  -2.12  3.22  3.65
H  -1.36  1.62  3.66
H  -2.77  1.92  2.64

- E_HOMO (eV) = -10.73
- charge = +1
- HOMO-LUMO gap (eV) = 7.727

2.
DFT (ωB97M-V with the def2-TZVPD basis set) results for a structure of composition C28H29IIrNOPS4SbSi.

Atoms and positions in Å:
Ir  0.62  -0.11  -0.69
O  -1.39  2.10  -0.46
C  -0.45  1.31  0.20
C  -0.23  1.70  1.54
C  -0.80  2.84  2.17
C  -0.52  3.12  3.49
C  0.31  2.29  4.25
C  0.85  1.14  3.66
C  0.60  0.85  2.34
P  1.04  -0.67  1.43
C  0.08  -1.94  2.34
C  0.55  -3.22  2.59
C  -0.26  -4.15  3.22
C  -1.55  -3.82  3.59
C  -2.04  -2.55  3.32
C  -1.23  -1.61  2.70
C  2.76  -1.06  1.86
C  3.16  -1.37  3.16
C  4.49  -1.64  3.45
C  5.43  -1.65  2.42
C  5.04  -1.38  1.12
C  3.71  -1.08  0.84
H  -1.44  3.49  1.60
H  -0.95  4.00  3.95
H  0.52  2.52  5.29
H  1.46  0.47  4.26
H  1.55  -3.50  2.28
H  0.12  -5.15  3.40
H  -2.19  -4.55  4.07
H  -3.05  -2.28  3.60
H  -1.61  -0.62  2.49
H  2.43  -1.41  3.96
H  4.78  -1.88  4.46
H  6.46  -1.89  2.64
H  5.74  -1.45  0.30
H  3.40  -0.91  -0.18
S  4.70  -2.58  -2.21
Sb  3.23  -4.33  -2.08
S  -0.33  -2.23  -1.28
S  0.89  -3.69  -0.66
S  2.65  -5.12  -4.13
I  -1.46  1.31  -6.11
C  -0.08  0.47  -4.77
C  0.63  -0.69  -5.14
C  1.63  -1.11  -4.27
C  1.84  -0.44  -3.08
N  1.02  0.60  -2.66
C  0.12  1.08  -3.57
H  0.42  -1.21  -6.07
H  2.26  -1.96  -4.50
H  2.69  -0.69  -2.46
H  -0.42  1.97  -3.27
C  -4.72  1.71  -3.13
Si  -3.45  2.62  -2.09
C  -4.33  3.65  -0.78
C  -2.42  3.77  -3.16
C  -2.36  1.36  -1.20
H  -5.38  2.41  -3.63
H  -5.33  1.05  -2.52
H  -4.23  1.10  -3.89
H  -5.02  4.36  -1.23
H  -3.60  4.21  -0.19
H  -4.89  3.01  -0.09
H  -3.00  4.65  -3.44
H  -2.08  3.28  -4.07
H  -1.54  4.10  -2.61
H  -1.88  0.64  -1.87
H  -2.97  0.77  -0.51

- E_HOMO (alpha / beta) (eV) = -0.05 / -1.53
- charge = -2
- energy above the lowest of the compared OMol25 structures with the same formula, charge and spin (kJ/mol) = 7.1
- HOMO-LUMO gap (alpha / beta) (eV) = 3.709 / 5.027
- 2S+1 = 5
- ⟨S²⟩ = 6.089

3.
DFT (ωB97M-V with the def2-TZVPD basis set) results for a structure of composition C28H30As2FN3O9S3Ti at a distorted geometry.

Atoms and positions in Å:
Ti  -0.15  -1.08  0.61
C  2.70  5.61  -0.93
C  1.34  5.61  -0.26
C  0.39  6.62  -0.91
C  -0.85  6.77  -0.05
C  -1.41  5.42  0.32
C  -2.71  5.31  0.78
C  -3.24  4.07  1.07
F  -4.51  4.01  1.53
C  -2.55  2.91  0.89
C  -1.23  2.99  0.42
C  -0.47  1.77  0.20
O  -1.00  0.68  0.47
C  0.84  1.90  -0.34
C  1.33  3.17  -0.53
N  0.67  4.30  -0.27
C  -0.66  4.24  0.16
C  1.72  0.78  -0.79
O  2.73  1.00  -1.44
O  1.28  -0.42  -0.54
H  3.10  6.62  -0.90
H  2.63  5.30  -1.98
H  3.42  4.96  -0.43
H  1.46  5.90  0.79
H  0.12  6.24  -1.91
H  0.90  7.57  -1.04
H  -1.61  7.35  -0.57
H  -0.60  7.32  0.86
H  -3.31  6.20  0.92
H  -2.99  1.94  1.08
H  2.34  3.26  -0.92
O  -0.25  -3.67  3.32
As  0.21  -4.23  1.74
O  1.29  -5.45  1.85
O  0.71  -2.93  0.79
C  -1.52  -4.87  1.10
C  -1.66  -6.25  1.25
C  -2.85  -6.89  0.94
C  -3.92  -6.16  0.47
C  -3.80  -4.78  0.32
C  -2.61  -4.15  0.63
S  -2.58  -2.38  0.44
O  -3.93  -1.92  0.24
O  -1.89  -1.88  1.66
O  -1.61  -2.12  -0.66
H  0.49  -3.11  3.65
H  -0.80  -6.81  1.62
H  -2.94  -7.96  1.08
H  -4.86  -6.65  0.24
H  -4.64  -4.19  -0.03
C  3.20  -4.41  4.12
C  3.31  -3.06  3.49
C  4.47  -2.61  2.88
C  4.41  -1.38  2.25
N  3.31  -0.64  2.21
C  2.23  -1.14  2.83
S  0.73  -0.24  2.74
N  2.20  -2.32  3.47
H  4.18  -4.83  4.33
H  2.66  -5.07  3.43
H  2.62  -4.35  5.05
H  5.38  -3.19  2.89
H  5.27  -0.98  1.73
C  0.10  -1.93  -3.19
As  -0.86  -0.32  -3.66
C  -1.66  -0.88  -5.34
C  0.54  0.90  -4.24
S  -2.34  0.71  -2.59
H  0.78  -2.08  -4.03
H  -0.61  -2.75  -3.12
H  0.66  -1.84  -2.26
H  -0.90  -1.16  -6.07
H  -2.27  -0.06  -5.71
H  -2.31  -1.74  -5.15
H  0.75  0.73  -5.29
H  1.45  0.76  -3.65
H  0.16  1.91  -4.08

- E_HOMO (alpha / beta) (eV) = -4.58 / -5.18
- charge = -1
- HOMO-LUMO gap (alpha / beta) (eV) = 6.441 / 6.991
- 2S+1 = 2
- ⟨S²⟩ = 0.753

| no. | E (hartree) |
| --- | --- |
| 1 | -3687.6260 |
| 2 | -4080.2888 |
| 3 | -8542.2094 |